Record 1
75
Properties=species:S:1:pos:R:3 method="wB97M-V/def2-TZVPD" total_energy_ev=-80439.758 total_charge=-1 spin_multiplicity=1 e_homo_ev=-4.10 relative_energy_kcal_mol=17.6 lumo_ev=1.77
Ir -0.2761 -0.7840 -0.3084
F 4.4647 0.3057 3.7237
C 4.0118 -0.7307 2.9662
F 4.4181 -1.8500 3.6217
F 4.6838 -0.6903 1.8203
C 2.5180 -0.6903 2.8493
C 1.8260 -0.6825 4.0503
C 0.4408 -0.6638 4.0672
C -0.2123 -0.6375 2.8456
N 0.4548 -0.6406 1.7050
C 1.7935 -0.6907 1.6397
S 2.3466 -0.7926 0.0081
H 2.3904 -0.6952 4.9754
H -0.1165 -0.6691 4.9930
H -1.2926 -0.6341 2.7470
Cl -0.4406 -3.6427 -3.9632
C -1.8615 -2.8444 -3.3128
C -3.0744 -3.5103 -3.4444
C -4.2497 -2.8863 -3.0698
C -4.1922 -1.5820 -2.5869
C -2.9748 -0.9507 -2.4352
C -1.7553 -1.5758 -2.7366
C -0.4673 -0.8889 -2.4276
H -3.0855 -4.5147 -3.8490
H -5.1935 -3.4118 -3.1495
H -5.1042 -1.0627 -2.3149
H -2.9336 0.0505 -2.0204
H -0.5298 0.1571 -2.7493
H 0.3768 -1.3957 -2.8874
N -0.9736 6.4947 0.2091
C -0.6941 7.8128 -0.0802
C -1.2350 9.0153 0.3667
C -0.7032 10.1717 -0.1679
C 0.3320 10.1300 -1.1178
C 0.8619 8.9322 -1.5539
C 0.3385 7.7536 -1.0238
N 0.6686 6.4334 -1.2870
C -0.1258 5.7235 -0.5412
C -0.1465 4.2483 -0.4961
C 0.7729 3.5227 -1.2346
C 0.7430 2.1373 -1.1897
N -0.1428 1.4580 -0.4679
C -1.0241 2.1513 0.2543
C -1.0596 3.5363 0.2681
H -1.6501 6.1577 0.8690
H -2.0353 9.0488 1.0948
H -1.0926 11.1301 0.1498
H 0.7194 11.0586 -1.5165
H 1.6565 8.8937 -2.2877
H 1.5086 4.0476 -1.8288
H 1.4565 1.5348 -1.7380
H -1.7287 1.5572 0.8294
H -1.8049 4.0308 0.8799
C 2.3075 -5.4476 -0.4785
C 0.8744 -4.9577 -0.3285
C -0.0685 -5.8748 -1.0999
O 0.7966 -3.6629 -0.9365
B 0.1019 -2.7854 -0.1136
O -0.2336 -3.4349 1.0904
C 0.4203 -4.7043 1.1542
C 1.5886 -4.5390 2.1246
C -0.5642 -5.7221 1.7054
H 2.5095 -5.6243 -1.5366
H 2.4660 -6.3817 0.0680
H 3.0097 -4.6947 -0.1246
H 0.2091 -5.8475 -2.1537
H -1.0989 -5.5268 -1.0181
H -0.0022 -6.9057 -0.7421
H 2.2984 -3.8009 1.7465
H 2.1101 -5.4810 2.3112
H 1.1917 -4.1608 3.0694
H -1.4902 -5.7232 1.1338
H -0.8038 -5.4554 2.7365
H -0.1365 -6.7288 1.6964
F -2.0926 -0.9165 0.5483

***

Record 2
76
Properties=species:S:1:pos:R:3 method="wB97M-V/def2-TZVPD" total_energy_ev=-85076.683 total_charge=+1 spin_multiplicity=4 s_squared=3.7712 e_homo_ev="-10.13 / -10.55" lumo_ev="-2.83 / -3.54"
Re 0.0315 0.3729 -0.0342
O -1.8911 2.2469 2.9234
C -1.6467 2.1907 1.7506
O -1.3296 1.0100 1.1862
C -1.7305 3.3873 0.8550
C -2.5641 4.4083 1.3107
C -2.7731 5.5547 0.5688
C -2.1298 5.7023 -0.6518
C -1.2834 4.7096 -1.1114
C -1.0750 3.5466 -0.3702
S 0.1064 2.4389 -1.1104
H -3.0462 4.2696 2.2685
H -3.4309 6.3285 0.9398
H -2.2799 6.5938 -1.2464
H -0.7660 4.8313 -2.0545
N -1.5259 -3.4776 0.9426
C -1.0960 -3.2283 2.2429
C -1.2476 -3.9586 3.4158
C -0.7354 -3.3845 4.5595
C -0.1115 -2.1252 4.5329
C 0.0360 -1.4113 3.3633
C -0.4561 -1.9931 2.1979
N -0.4664 -1.5419 0.8716
C -1.1453 -2.4368 0.1864
C -1.5110 -2.1677 -1.1966
C -1.9646 -2.9966 -2.1671
S -2.2795 -2.0961 -3.5806
C -1.7057 -0.6896 -2.8208
N -1.3678 -0.8520 -1.5749
H -2.0749 -4.2612 0.6336
H -1.7460 -4.9181 3.4348
H -0.8305 -3.9069 5.5015
H 0.2503 -1.6982 5.4582
H 0.4734 -0.4223 3.3708
H -2.1317 -4.0603 -2.1249
H -1.6585 0.2622 -3.3299
C 7.2622 1.1897 5.1186
C 5.8271 1.0186 5.6335
C 5.8177 -0.0033 6.7779
C 5.3458 2.3597 6.1869
C 4.9414 0.5199 4.4892
C 5.1836 -0.7438 3.9338
C 4.4326 -1.2698 2.8879
C 3.4164 -0.4779 2.4037
O 2.5107 -0.7398 1.3925
B 1.6863 0.3946 1.3445
O 2.0966 1.3388 2.2745
C 3.1696 0.7652 2.9335
C 3.9032 1.2975 3.9698
H 7.9206 1.4953 5.9342
H 7.3084 1.9531 4.3394
H 7.6520 0.2596 4.7025
H 6.4211 0.3656 7.6094
H 6.2308 -0.9651 6.4716
H 4.8028 -0.1726 7.1430
H 5.9859 2.6561 7.0189
H 4.3219 2.3013 6.5616
H 5.3955 3.1524 5.4377
H 5.9902 -1.3455 4.3322
H 4.6325 -2.2518 2.4814
H 3.6636 2.2767 4.3566
C 1.6083 -3.0978 -4.7282
C 2.4959 -3.1439 -3.4839
C 2.4159 -1.8778 -2.6872
N 1.3729 -1.4939 -2.0565
N 1.5544 -0.2813 -1.4140
C 2.7545 0.2366 -1.6008
N 3.1833 1.3850 -1.0704
S 3.7507 -0.7646 -2.5814
H 1.7100 -4.0188 -5.2998
H 1.8834 -2.2653 -5.3761
H 0.5604 -2.9793 -4.4462
H 3.5342 -3.3226 -3.7658
H 2.2002 -3.9662 -2.8310
H 2.5158 2.0280 -0.6605
H 4.1092 1.7212 -1.2682

***

Record 3
101
Properties=species:S:1:pos:R:3 method="wB97M-V/def2-TZVPD" total_energy_ev=-188552.105 spin_multiplicity=1 e_homo_ev=-9.32 smiles="O=C1OC[C@@H](F)O1.O=C1OC[C@@H](F)O1.O=C1OC[C@@H](F)O1.O=C1OC[C@@H](F)O1.O=C1OC[C@@H](F)O1.O=C1OC[C@@H](F)O1.O=C1OC[C@@H](F)O1.O=C1OC[C@@H](F)O1.O=C1OC[C@@H](F)O1.C#CCOC(=O)OBr" lumo_ev=-0.50
O 4.3141 -0.1821 -0.6980
C 3.6811 -1.1192 -1.1151
O 2.3606 -1.3387 -0.8379
C 1.9643 -2.4548 -1.6176
C 3.2615 -3.1522 -1.8624
F 3.2555 -3.7802 -3.0638
O 4.1962 -2.0935 -1.9151
H 1.4916 -2.1035 -2.5400
H 1.2523 -3.0797 -1.0748
H 3.5479 -3.8577 -1.0764
O -0.1133 6.3478 -0.2943
C -1.1218 6.8030 -0.7644
O -1.4059 8.1354 -0.8226
C -2.6113 8.2602 -1.5608
C -3.2364 6.9150 -1.3840
F -3.9644 6.5711 -2.4722
O -2.1243 6.0491 -1.2973
H -2.3756 8.4825 -2.6058
H -3.2337 9.0640 -1.1631
H -3.8487 6.8186 -0.4822
O -6.3877 1.9039 -5.0929
C -5.6618 2.1335 -4.1640
O -4.4795 2.8075 -4.2645
C -4.0001 2.9834 -2.9406
C -4.6832 1.8786 -2.2028
F -4.9358 2.2345 -0.9202
O -5.9143 1.7462 -2.8814
H -4.2888 3.9748 -2.5786
H -2.9124 2.8993 -2.9025
H -4.1467 0.9245 -2.2246
O -0.8457 -5.7685 -0.7305
C -1.3682 -4.6997 -0.5532
O -0.8584 -3.7233 0.2515
C -1.6914 -2.5849 0.0846
C -2.9713 -3.1944 -0.3870
F -3.6281 -2.3549 -1.2222
O -2.5446 -4.3191 -1.1261
H -1.2482 -1.9106 -0.6510
H -1.8081 -2.0449 1.0259
H -3.6402 -3.5164 0.4172
O 1.2925 2.9135 3.1517
C 2.2887 3.5706 3.2773
O 2.8174 4.3549 2.2947
C 3.9016 5.0589 2.8775
C 4.2707 4.1836 4.0307
F 4.7502 4.9180 5.0635
O 3.0358 3.6184 4.4187
H 3.5634 6.0510 3.1916
H 4.7208 5.1767 2.1656
H 4.9779 3.3866 3.7819
O 4.6337 -5.4839 -0.8173
C 4.0005 -6.4169 -1.2355
O 2.6827 -6.6301 -0.9585
C 2.2800 -7.7444 -1.7384
C 3.5752 -8.4469 -1.9848
F 3.5671 -9.0734 -3.1852
O 4.5128 -7.3922 -2.0367
H 1.8088 -7.3911 -2.6604
H 1.5655 -8.3660 -1.1957
H 3.8597 -9.1535 -1.1992
O 0.5436 4.1841 10.1289
C 1.2468 3.8253 9.2235
O 2.0528 4.6588 8.5034
C 2.8073 3.8351 7.6288
C 1.9526 2.6155 7.5179
F 2.7096 1.5068 7.3418
O 1.3320 2.5376 8.7843
H 3.7835 3.6279 8.0779
H 2.9613 4.3234 6.6662
H 1.1886 2.6714 6.7364
O 3.0220 -8.9353 -8.6993
C 3.9154 -8.7488 -7.9189
O 3.8419 -7.8878 -6.8623
C 5.0383 -8.0571 -6.1193
C 5.9759 -8.6117 -7.1414
F 6.8729 -9.4511 -6.5722
O 5.1298 -9.3651 -7.9837
H 4.8569 -8.7497 -5.2923
H 5.3840 -7.1057 -5.7103
H 6.4998 -7.8523 -7.7301
O -5.2724 3.4097 1.7763
C -6.1026 2.8624 2.4563
O -7.3074 2.4294 1.9894
C -7.9271 1.7296 3.0567
C -7.2530 2.3122 4.2552
F -7.1526 1.3981 5.2473
O -5.9545 2.6081 3.7850
H -7.7392 0.6576 2.9455
H -9.0056 1.8977 3.0627
H -7.7227 3.2239 4.6367
C 1.7813 1.5122 0.6550
C 0.8733 2.4308 0.3470
C -0.4213 3.2871 -0.1514
O -1.2833 2.4264 -1.0026
C -1.2668 1.0694 -0.5335
O -0.6444 0.1386 -1.2062
O -1.9251 0.6269 0.7122
Br -3.3531 1.7909 1.0200
H 2.3422 0.5013 0.7707
H -1.0718 3.6257 0.7570
H -0.0891 4.2525 -0.6892

***

Record 4
72
Properties=species:S:1:pos:R:3 method="wB97M-V/def2-TZVPD" total_energy_ev=-74745.778 total_charge=+1 spin_multiplicity=1 e_homo_ev=-9.67 relative_energy_kcal_mol=85.6 lumo_ev=-4.84
Pd -0.2015 -0.4511 -0.6368
C -3.5620 -3.2651 -0.0208
C -2.7553 -2.2582 -0.5622
N -1.9202 -1.5408 0.1658
C -1.8201 -1.7883 1.4883
C -2.6317 -2.7494 2.1337
C -3.5136 -3.4992 1.3330
C -2.5195 -2.9368 3.5425
C -1.6013 -2.2533 4.2690
C -0.7111 -1.3346 3.6409
C 0.3344 -0.6815 4.3209
C 1.1737 0.1652 3.6366
C 0.9248 0.4130 2.2802
N -0.0563 -0.1751 1.6322
C -0.8423 -1.0695 2.2594
H -4.2206 -3.8302 -0.6642
H -2.8103 -2.0214 -1.6205
H -4.1384 -4.2503 1.7935
H -3.1804 -3.6457 4.0173
H -1.5079 -2.4053 5.3340
H 0.4639 -0.8642 5.3771
H 2.0062 0.6513 4.1222
H 1.5256 1.1256 1.7225
C 2.0001 -5.6348 -1.7608
N 1.3244 -4.3734 -1.5555
C -0.0589 -4.3070 -1.9867
C 1.7187 -3.2960 -0.8219
O 0.8158 -2.4908 -0.4885
N 3.0015 -3.0404 -0.4806
C 3.2914 -1.7411 0.0997
C 4.1489 -3.9173 -0.3963
H 1.3067 -6.3249 -2.2346
H 2.2993 -6.0905 -0.8157
H 2.8575 -5.5346 -2.4276
H -0.2661 -5.1191 -2.6743
H -0.2301 -3.3550 -2.4968
H -0.7394 -4.3710 -1.1344
H 2.5060 -1.0204 -0.1440
H 4.2313 -1.3776 -0.3124
H 3.3941 -1.8122 1.1845
H 3.9936 -4.8866 -0.8428
H 4.4175 -4.0621 0.6547
H 5.0002 -3.4491 -0.8934
Cl -2.4418 4.4628 1.9905
C -0.9042 5.0457 1.4340
C 0.0387 5.4608 2.3478
C 1.2727 5.9019 1.8928
C 1.5739 5.8629 0.5440
C 0.6329 5.4196 -0.3680
Cl 1.0491 5.3877 -2.0329
C -0.6592 5.0454 0.0484
N -1.6692 4.7700 -0.8302
C -1.5273 4.0779 -2.0496
C -1.8049 4.7287 -3.2486
C -1.6400 4.0790 -4.4556
C -1.2683 2.7402 -4.4787
C -1.0522 2.0722 -3.2922
C -1.1445 2.7279 -2.0659
C -0.8197 1.9639 -0.8339
C 0.7844 1.8322 -0.7420
O 1.3604 2.6739 -0.0792
O 1.2768 0.8739 -1.3961
H -0.1835 5.4368 3.4032
H 1.9998 6.2708 2.5970
H 2.5421 6.1825 0.1919
H -2.6050 4.8715 -0.4554
H -2.1083 5.7636 -3.2176
H -1.7820 4.6168 -5.3804
H -1.1561 2.2226 -5.4188
H -0.7868 1.0152 -3.2869
H -1.2521 0.9217 -0.9382
H -1.1742 2.4407 0.0834